Run w
Here is C29H33F6N9O4S3Zr as an isolated structure from the Open Molecules 2025 dataset. Energies are from ωB97M-V/def2-TZVPD.

```
! RIJCOSX wB97M-V def2-TZVPD def2/J DEFGRID3
* xyz 2 1
H 0.897 4.048 3.974
H 4.258 -4.921 0.415
H 4.073 3.478 5.778
C -1.531 -2.949 3.602
C 3.432 1.862 3.730
N -0.637 -1.413 -1.429
C 1.175 1.861 -2.182
H 3.480 0.155 2.459
N 0.970 0.884 -1.301
F -3.498 -2.218 -0.702
C 3.158 -3.112 0.045
N -0.458 2.512 2.344
C -1.625 -2.735 -4.397
H 3.317 -2.078 -1.831
C 2.890 0.992 2.805
H -0.983 -5.294 -3.523
C -2.254 2.793 -2.612
H 4.710 -4.089 -1.078
C 3.876 -4.344 -0.425
O -1.268 -0.322 2.956
O -2.858 0.175 0.606
H -1.640 -3.472 -5.199
N 2.134 0.197 -1.249
C 1.596 1.168 2.309
C 2.658 -3.022 1.350
C -1.764 5.206 -2.414
C 1.452 3.168 3.673
H 2.817 -3.845 2.036
S -3.965 -0.577 1.241
O -5.051 0.187 1.721
C 2.473 1.812 -2.691
F -0.224 -3.051 3.789
H -3.177 3.994 -4.004
H 0.387 2.543 -2.437
C 1.767 -0.816 0.924
F -5.187 -0.895 -1.033
H -3.394 3.904 2.499
N 1.048 0.330 1.336
C 1.967 -1.910 1.775
H 2.578 4.416 5.774
F -5.381 -2.574 0.316
C -4.572 -1.647 -0.142
C 2.283 -0.903 -0.372
C -2.476 3.409 2.236
C 3.057 0.733 -2.070
N -1.630 3.810 -2.015
H 2.923 2.475 -3.408
N -3.371 -1.595 2.283
H -1.083 3.594 -1.199
H 3.843 4.760 4.596
C -0.622 -2.195 -2.265
C 2.952 -2.040 -0.810
H -3.521 2.303 -4.106
Zr -0.662 0.158 0.250
H -1.172 5.816 -1.739
H -2.008 -4.511 -2.316
H 4.434 1.682 4.098
C 0.816 -3.233 -3.917
H 1.594 -1.843 2.788
H 1.536 -3.559 -3.165
C 3.336 3.960 5.138
H -0.305 -4.849 -1.952
H -1.392 5.361 -3.428
F -2.135 -2.682 4.736
C -0.606 -3.187 -3.336
H -2.737 2.731 0.140
H -2.802 5.535 -2.349
H -1.218 3.434 4.081
S -1.822 -1.546 2.428
H 4.049 0.320 -2.137
O -1.127 -1.881 1.163
C -1.002 -4.544 -2.733
N -3.026 3.059 -3.664
N -0.906 2.279 1.073
H 0.832 -3.949 -4.738
H -1.351 -1.768 -4.820
F -2.001 -4.054 3.060
C 2.726 2.976 4.180
C 0.881 2.274 2.773
H 1.117 -2.260 -4.305
C -2.133 2.839 1.025
H -2.628 -2.666 -3.976
H 3.198 -4.990 -0.988
C -1.385 3.175 3.050
S -2.105 1.170 -2.099
*
```

Molecular weight in g mol⁻¹: 873.055
Highest occupied orbital energy in eV: -12.8

Results of the Mulliken charge analysis, in e, for atoms 1 through 5: H 0.6279; H 0.4478; H 0.3997; C 0.4852; C -1.1780

Run x
Here is C29H33F6N9O4S3Zr as an isolated structure from the Open Molecules 2025 dataset. Energies are from ωB97M-V/def2-TZVPD.

```
! RIJCOSX wB97M-V def2-TZVPD def2/J DEFGRID3
* xyz 2 1
C -3.590 0.977 -4.733
H -1.329 -0.511 -4.977
O 1.196 -2.134 -1.558
H 3.552 2.900 -4.133
H -4.418 1.542 -4.308
C 4.425 2.830 -2.173
C -0.215 0.773 -2.046
N -1.764 -0.988 -0.267
H -0.876 2.300 2.614
H -2.840 0.805 4.609
C 4.208 2.385 -0.881
C -2.411 1.629 -2.604
H 5.864 3.569 -3.590
N -1.990 0.547 5.083
H 0.251 0.792 6.680
O 0.044 -5.089 1.281
C 5.656 3.618 -2.523
C -1.320 1.564 -1.751
C 2.285 1.879 -2.760
H 1.265 -0.650 6.710
F 4.009 -1.655 -2.106
S 2.164 -2.510 -0.556
H -4.892 -0.027 -1.663
N 0.884 0.710 -1.132
H 6.530 3.248 -1.988
H -3.948 -0.019 -4.997
C -1.084 -0.160 4.414
F 2.765 -4.171 2.782
S 0.731 -3.860 1.173
N 1.774 1.056 1.473
C -1.792 3.507 -0.263
C 3.432 2.560 -3.112
H 5.526 4.670 -2.259
C -5.135 -0.789 -0.922
H 0.600 -1.189 4.572
H -5.196 -0.326 0.064
N 2.963 1.259 0.853
N -0.949 1.654 0.629
C 3.827 -2.714 -1.334
H -1.904 4.630 1.627
C -2.425 0.901 -3.786
H -3.293 1.467 -5.662
N 1.939 -3.879 0.143
C -3.997 -2.548 -2.344
H -0.450 -0.795 7.098
H -3.265 2.238 -2.328
F 0.836 -4.151 3.768
H 0.594 -0.633 -3.436
H -6.111 -1.207 -1.165
C -1.328 0.082 -4.070
C -0.246 0.011 -3.214
H 4.996 1.273 1.437
F 3.845 -3.817 -2.040
C 0.275 -0.277 6.467
H 1.272 0.663 3.468
Zr 0.316 -0.363 0.489
H -3.710 -3.798 0.118
H -4.517 -2.565 1.108
C -1.131 2.546 1.597
S -1.416 -0.593 2.782
H -2.145 4.140 -1.060
F 1.708 -2.304 3.047
H -3.717 -1.795 -3.081
C 1.574 -3.627 2.813
C -4.106 -1.929 -0.941
H -1.945 0.675 6.082
H 4.940 2.638 -0.125
N 0.022 -0.525 5.050
F 4.737 -2.745 -0.379
C 3.070 1.668 -0.524
C -4.451 -2.999 0.110
H 3.972 0.783 3.907
C -2.792 -1.382 -0.586
H -5.419 -3.428 -0.145
C 3.969 1.157 1.735
H 1.530 1.715 -3.515
N -1.357 2.259 -0.511
O 2.308 -1.394 0.431
C 3.435 0.902 2.982
C 2.068 0.849 2.767
C -1.659 3.732 1.088
C 2.071 1.397 -1.466
H -3.265 -3.355 -2.366
O -0.064 -2.641 0.943
H -4.970 -2.958 -2.616
*
```

Molecular weight in g mol⁻¹: 873.055
Highest occupied orbital energy in eV: -12.9

Results of the Mulliken charge analysis, in e, for atoms 1 through 5: C -1.6805; H 0.4692; O -0.5380; H 0.4233; H 0.3852

Which one is most stable, and which one is least stable? run w is the most stable of them, while run x is the least stable.

Run w
Here is a 4-piece molecular cluster, C2H12O4 overall from the Open Molecules 2025 dataset. Energies are from ωB97M-V/def2-TZVPD.

```
! RIJCOSX wB97M-V def2-TZVPD def2/J DEFGRID3
* xyz 1 2
H 1.660 -2.242 -3.363
C 2.198 -0.848 -1.731
H 1.354 0.328 -0.211
H -2.921 2.528 2.534
H 0.623 -0.798 -3.279
C 1.140 -1.557 -2.695
H 2.659 0.040 -2.149
O 1.493 -0.583 -0.581
O -2.427 2.935 1.820
O -0.348 -0.574 2.685
H -1.875 2.282 1.391
H -0.794 0.410 -0.585
H -1.634 -0.569 -0.078
H -1.206 -0.142 2.615
O -1.447 0.364 0.133
H 0.413 -2.069 -2.074
H 2.967 -1.583 -1.418
H 0.014 -0.724 1.817
*
```

Molecular weight in g mol⁻¹: 100.114
Highest occupied orbital energy (alpha / beta) in eV: -13.7 / -13.7

Results of the Mulliken charge analysis, in e, for atoms 1 through 5: H 0.3488; C -0.0235; H 0.4364; H 0.3192; H 0.3479

Run x
Here is a 5-piece molecular cluster, C2H12O4 overall from the Open Molecules 2025 dataset. Energies are from ωB97M-V/def2-TZVPD.

```
! RIJCOSX wB97M-V def2-TZVPD def2/J DEFGRID3
* xyz 1 2
H -0.230 -0.606 2.090
C 0.834 -0.489 2.283
C 1.485 0.611 1.687
H 0.491 0.834 -1.777
H 1.449 -1.209 2.805
O 0.551 -0.877 -2.298
O 0.209 1.731 -1.481
H -1.746 -0.914 -0.075
O -1.890 0.757 -0.269
H 0.060 -0.743 -3.103
H -0.082 -1.251 -1.669
H 2.562 0.691 1.752
H 0.961 1.440 1.234
H -1.959 0.836 0.679
H 0.969 2.195 -1.112
H -1.007 -2.395 0.346
O -1.435 -1.818 -0.271
H -1.224 1.206 -0.821
*
```

Molecular weight in g mol⁻¹: 100.114
Highest occupied orbital energy (alpha / beta) in eV: -14.9 / -14.8

Results of the Mulliken charge analysis, in e, for atoms 1 through 5: H 0.2473; C -0.1459; C -0.0745; H 0.4485; H 0.3044

Which one is most stable, and which one is least stable? run x is the most stable of them, while run w is the least stable.